Computed, not measured: a molecular structure, C44H53N6P4SSeY in a non-equilibrium geometry, with wB97M-V/def2-TZVPD.

Results
HOMO level (eV): -11.659
Electronic energy (a.u.): -6239.854539
Spin multiplicity: 1
Charge: +2
LUMO (hartree): -0.174
Orbital gap (eV): 6.92

Geometry as XYZ:
```
110
C44H53N6P4SSeY wB97M-V/def2-TZVPD
Y -0.646 -0.287 -0.033
C -2.137 0.773 -2.876
P -0.682 -0.430 -2.975
C -1.281 -1.929 -3.800
C -2.441 -1.993 -4.557
C -2.838 -3.140 -5.206
C -2.067 -4.278 -5.105
C -0.869 -4.185 -4.428
C -0.478 -3.063 -3.731
C 0.536 0.255 -4.241
C 1.037 1.561 -4.014
C 1.887 2.083 -4.979
C 2.159 1.394 -6.187
C 1.635 0.150 -6.338
C 0.861 -0.446 -5.374
C -1.700 1.975 -2.057
C -1.997 3.329 -2.267
C -1.193 3.988 -1.269
C -0.476 3.051 -0.569
C 0.619 3.072 0.404
P 0.264 1.825 1.703
C -0.010 2.528 3.350
C -1.329 2.964 3.624
C -1.664 3.666 4.778
C -0.721 3.846 5.744
C 0.581 3.436 5.509
C 0.929 2.819 4.313
C 1.757 0.878 1.936
C 1.762 -0.173 2.779
C 2.843 -1.102 2.811
C 4.014 -0.928 2.164
C 4.232 0.354 1.417
C 2.873 0.943 0.940
N -0.756 1.792 -1.049
H -3.037 0.119 -2.532
H -2.485 1.068 -3.880
H -3.014 -1.118 -4.778
H -3.712 -3.175 -5.867
H -2.338 -5.202 -5.592
H -0.173 -5.008 -4.459
H 0.457 -3.057 -3.186
H 0.748 2.186 -3.181
H 2.299 3.058 -4.806
H 2.782 1.856 -6.932
H 1.775 -0.400 -7.280
H 0.443 -1.466 -5.495
H -2.681 3.760 -2.975
H -1.086 5.086 -1.089
H 0.778 4.061 0.878
H 1.461 2.676 -0.116
H -2.004 2.827 2.790
H -2.693 3.994 4.931
H -0.909 4.319 6.702
H 1.341 3.664 6.231
H 1.977 2.537 4.146
H 0.054 0.410 3.619
H 2.655 -1.972 3.428
H 4.819 -1.718 2.147
H 4.639 1.049 2.168
H 3.094 1.936 0.653
C -4.095 1.954 0.188
P -3.575 0.368 0.932
C -4.339 0.565 2.640
C -4.579 -0.957 0.124
C -4.093 -2.343 0.594
P -2.340 -2.652 -0.028
C -2.651 -3.541 -1.547
C -1.843 -4.070 1.053
H -5.166 2.181 0.227
H -3.748 1.949 -0.847
H -3.525 2.781 0.663
H -5.362 0.787 2.559
H -3.866 1.371 3.173
H -4.182 -0.345 3.192
H -4.404 -0.811 -0.964
H -5.645 -0.760 0.325
H -4.688 -3.153 0.164
H -4.114 -2.491 1.682
H -3.351 -4.369 -1.372
H -1.711 -4.107 -1.780
H -3.054 -2.942 -2.367
H -2.611 -4.861 0.889
H -1.801 -3.819 2.149
H -0.874 -4.495 0.683
Se 1.152 -1.261 7.258
N -0.476 -1.718 6.696
C -0.604 -1.435 5.458
C -1.792 -1.647 4.665
C -1.729 -1.595 3.316
C -0.474 -1.299 2.508
N 0.499 -0.512 3.479
C 0.623 -0.975 4.855
N 1.662 -0.814 5.572
H -2.738 -1.831 5.116
H -2.625 -1.772 2.748
H 0.054 -2.269 2.271
C 5.635 -0.620 -2.062
N 4.999 -0.407 -0.723
C 5.252 0.318 0.323
S 2.045 0.039 -0.472
N 6.363 1.074 0.459
C 7.338 1.328 -0.635
H 5.284 -1.563 -2.422
H 6.716 -0.747 -2.019
H 5.357 0.196 -2.703
H 4.016 -0.635 -0.685
H 6.459 1.537 1.343
H 6.859 1.827 -1.495
H 7.726 0.377 -0.901
H 8.122 1.947 -0.225
```